DFT (ωB97M-V/def2-TZVPD) results for 12 unconnected molecules or ions with the total composition C43H40Br2Cl45FIN3O2S in a non-equilibrium geometry.

Structure (XYZ):
```
138
Properties=species:S:1:pos:R:3
C -2.6775 -1.7253 11.1578
C -2.9667 -2.1965 9.7280
C -4.4731 -2.2732 9.4659
C -4.9016 -2.3981 7.9766
C -3.7706 -2.7168 7.0063
C -4.3030 -3.1799 5.6370
C -4.5419 -1.9919 4.6931
C -3.3068 -1.6520 3.8598
C -3.2843 -2.3854 2.5022
C -2.7932 -1.5119 1.3494
N -1.4362 -1.8798 0.8326
C -0.9618 -0.7630 0.0645
C -1.0308 -0.8888 -1.3042
C -0.6221 0.1729 -2.0703
Cl -0.7361 -0.0353 -3.8031
C -0.1408 1.3453 -1.5077
C 0.2629 2.4524 -2.4739
C 1.6935 2.1558 -2.8883
O 2.3632 1.3863 -2.2862
F 2.2609 2.7862 -3.9311
C -0.0654 1.4738 -0.1192
C 0.4316 2.7504 0.4941
Br -1.1358 3.7145 1.1896
C 1.5823 2.5796 1.5098
C 1.3526 3.1378 2.9039
Br 3.1688 3.5222 0.8164
C -0.4761 0.3914 0.6397
S -0.4256 0.4213 2.4187
C 0.0533 -1.2713 2.7076
C 0.9520 -1.6282 3.6805
C 1.6071 -0.6173 4.5876
C 2.9360 -0.1921 3.9616
O 3.4308 -0.7544 3.0499
I 3.9534 1.5294 4.7731
C 1.2783 -2.9610 3.8009
C 0.7610 -3.9502 2.9891
N 1.1231 -5.2980 3.1040
C 1.7819 -5.8144 2.1346
C 1.3434 -7.0780 1.4652
C 3.0593 -5.2063 1.6004
C -0.1573 -3.5575 2.0101
N -0.7197 -4.5379 1.1410
C -0.5129 -2.2185 1.8724
H -1.6062 -1.7890 11.3358
H -2.9608 -0.6814 11.2795
H -3.2129 -2.3347 11.8821
H -2.4588 -1.5054 9.0584
H -2.5331 -3.1887 9.6157
H -4.8510 -3.1080 10.0564
H -4.9175 -1.3774 9.9021
H -5.3570 -1.4430 7.7115
H -5.6847 -3.1534 7.9335
H -3.2128 -3.5569 7.4173
H -3.1402 -1.8437 6.8459
H -3.6181 -3.8864 5.1708
H -5.2493 -3.6818 5.8377
H -5.3939 -2.1787 4.0391
H -4.8509 -1.1546 5.3227
H -3.3421 -0.5812 3.6570
H -2.4008 -1.8676 4.4281
H -4.3276 -2.6177 2.2874
H -2.7741 -3.3419 2.5637
H -2.8655 -0.4540 1.5990
H -3.4783 -1.6494 0.5116
H -1.4296 -1.7941 -1.7292
H 0.1322 3.4410 -2.0501
H -0.4357 2.3880 -3.2968
H 0.8068 3.3574 -0.3050
H 1.8897 1.5452 1.6045
H 1.1714 4.2089 2.8667
H 2.2368 2.9972 3.5176
H 0.4860 2.6876 3.3813
H 1.7989 -1.0870 5.5482
H 0.9404 0.2373 4.6583
H 2.0085 -3.2409 4.5492
H 2.2141 -7.7034 1.2707
H 0.9534 -6.7667 0.4981
H 0.5945 -7.6036 2.0443
H 2.8711 -4.3709 0.9240
H 3.6988 -4.8827 2.4146
H 3.6158 -5.9450 1.0289
H -1.6052 -4.8727 1.4959
H -0.8546 -4.1274 0.2288
Cl -0.6416 4.2646 -5.0520
C 0.2016 5.5456 -5.9257
Cl -0.9745 6.6173 -6.6928
Cl 1.1807 6.4719 -4.7815
Cl 1.2401 4.8191 -7.1431
Cl 2.7297 3.5157 -11.0150
C 2.1900 1.9930 -10.2728
Cl 3.2676 0.6891 -10.7739
Cl 2.2467 2.1736 -8.5175
Cl 0.5375 1.6142 -10.7568
Cl 5.6681 7.0166 5.8586
C 4.7716 6.6260 4.3873
Cl 3.1697 7.3678 4.4579
Cl 5.6452 7.2427 2.9823
Cl 4.5980 4.8732 4.2471
Cl 4.6883 -1.7148 -1.3778
C 3.5918 -2.2775 -2.6416
Cl 2.0611 -1.4171 -2.5129
Cl 4.3103 -1.9734 -4.2270
Cl 3.3140 -4.0175 -2.4460
Cl -3.1198 2.7079 4.4404
C -4.0059 1.7970 5.6652
Cl -5.5262 1.2128 4.9816
Cl -3.0288 0.4201 6.1918
Cl -4.3434 2.8394 7.0508
Cl 0.8980 4.8744 -16.0349
C 0.4475 3.4402 -15.0994
Cl 1.3580 3.4176 -13.5859
Cl -1.2824 3.4949 -14.7470
Cl 0.8135 1.9869 -16.0348
Cl -4.8499 -9.0639 6.1726
C -5.4953 -7.4218 6.1115
Cl -4.8489 -6.5842 4.6991
Cl -7.2572 -7.4824 6.0057
Cl -5.0232 -6.5461 7.5736
Cl 4.2428 4.4222 -5.2904
C 5.1565 5.6748 -6.1430
Cl 4.0499 6.7803 -6.9582
Cl 6.1351 6.5729 -4.9771
Cl 6.2126 4.9217 -7.3437
Cl -0.3906 10.2030 -17.2729
C 0.2844 9.4446 -15.8263
Cl 1.7602 10.2912 -15.3484
Cl -0.8922 9.5318 -14.5115
Cl 0.6600 7.7517 -16.1648
Cl 3.5866 7.1333 -17.0119
C 4.5600 8.4143 -17.7375
Cl 3.4980 9.5690 -18.5508
Cl 5.4780 9.2417 -16.4752
Cl 5.6761 7.7160 -18.9163
Cl 0.2487 -10.0934 3.8255
C 1.7271 -9.6797 4.7023
Cl 3.0679 -9.5391 3.5582
Cl 1.5056 -8.1407 5.5327
Cl 2.0872 -10.9484 5.8774
```

Values from the calculation:
Total charge: 0
Kohn-Sham gap in eV: 7.9
Multiplicity: 1
SMILES string: CCCCCCCCCCN1c2cc(Cl)c(CC(=O)F)c([C@@H](Br)[C@H](C)Br)c2Sc2c(CC(=O)I)cc(N=C(C)C)c(N)c21.ClC(Cl)(Cl)Cl.ClC(Cl)(Cl)Cl.ClC(Cl)(Cl)Cl.ClC(Cl)(Cl)Cl.ClC(Cl)(Cl)Cl.ClC(Cl)(Cl)Cl.ClC(Cl)(Cl)Cl.ClC(Cl)(Cl)Cl.ClC(Cl)(Cl)Cl.ClC(Cl)(Cl)Cl.ClC(Cl)(Cl)Cl
DFT total energy in Ha: -28629.51463
HOMO level in eV: -7.92